1.
# C27H24BCoN4O

A molecular structure, C27H24BCoN4O (ωB97M-V/def2-TZVPD, OMol25).

XYZ file:
```
58
Properties=species:S:1:pos:R:3:forces:R:3:lowdin_spin:R:1
H -4.3512 -3.4560 0.1320 0.017 0.038 -0.013 0.000
H 2.0191 -2.5933 -2.8109 -0.016 0.033 -0.030 0.000
H 0.6155 -0.8197 3.7571 0.001 -0.014 -0.001 -0.002
C -1.4561 -4.5527 -0.3371 0.094 0.097 0.037 0.000
C -1.9006 2.2817 -2.7458 0.001 0.019 -0.011 0.001
H 2.2134 1.1312 2.3404 -0.006 0.013 -0.019 0.000
N 0.0750 -2.7174 -0.4333 0.126 0.103 -0.060 0.010
C 2.9768 0.7475 -0.8157 0.053 -0.029 -0.085 0.006
N 1.5596 -0.9125 -1.6433 -0.095 -0.389 0.098 0.009
B -4.3562 -2.5987 -0.7319 0.143 0.042 0.048 -0.004
C 4.1382 2.6518 0.0174 0.089 0.099 -0.074 0.007
H -5.4071 -1.9940 -0.7457 0.045 0.031 -0.001 -0.001
C -1.1771 1.1407 -0.7125 0.006 0.157 -0.056 -0.003
C -3.1891 -1.5841 -0.3532 0.090 0.057 0.005 -0.019
H 4.8030 3.4952 -0.1283 0.005 -0.007 0.009 0.001
C 0.1910 -2.8851 -1.7595 0.031 -0.029 0.024 0.004
H 0.5381 2.0722 0.2043 -0.065 0.034 0.041 -0.002
H 1.1685 0.6590 5.6344 0.018 0.005 0.028 0.001
H 0.6858 -1.6495 -3.4358 -0.023 0.087 0.047 0.000
C -0.8900 3.2257 -2.6337 0.002 -0.072 0.039 -0.018
H -2.5937 2.3254 -3.5778 -0.008 0.009 -0.019 0.001
H 3.7467 3.0678 2.1048 0.023 0.027 -0.006 0.000
C -0.6148 -0.2603 1.4904 0.242 -0.270 0.199 -0.120
H -0.4471 -3.9446 -3.5009 0.007 -0.021 -0.022 0.000
C 1.1549 -1.9858 -2.5026 -0.005 -0.103 0.034 0.003
C 2.7006 1.3450 1.3973 0.172 0.055 -0.059 0.006
C -0.5331 -3.8662 -2.4251 0.014 0.018 0.019 0.000
H -2.8489 0.5550 -1.9489 -0.003 -0.005 0.008 -0.001
C 0.3121 0.2218 3.7299 0.048 -0.024 -0.033 -0.023
C 0.2868 2.4083 4.7386 -0.001 -0.094 0.000 -0.028
H -0.7687 4.0069 -3.3715 -0.006 0.027 -0.019 -0.001
C -0.1656 2.1180 -0.6123 -0.043 0.022 0.100 -0.015
Co 0.7941 -0.8196 0.1722 -0.386 0.490 -0.177 1.322
C -0.7570 2.0289 2.5902 0.037 -0.026 0.076 -0.026
C 2.6201 -0.2059 -1.9523 0.210 0.342 0.258 0.003
C 3.8566 1.7962 -1.0327 -0.042 -0.044 0.103 -0.002
C -1.3681 -4.7037 -1.7111 -0.028 -0.046 -0.042 0.003
H -2.1123 -5.1637 0.2637 -0.027 -0.017 -0.003 0.000
H -0.9520 -1.2156 1.8976 -0.116 0.082 -0.015 -0.007
H -1.3401 2.4102 1.7663 -0.014 0.043 -0.119 -0.002
C 0.6367 1.0583 4.7792 -0.040 0.074 0.010 0.000
H 0.7795 3.8386 -1.4262 0.013 0.014 -0.001 0.001
H 4.2792 1.9035 -2.0211 0.006 0.021 -0.011 0.000
C 3.5579 2.4254 1.2563 -0.121 -0.156 0.053 -0.001
C -1.2915 0.0281 0.2150 0.204 -0.349 -0.133 -0.062
C -0.4205 2.8743 3.6422 -0.042 0.010 -0.072 0.001
H 0.5424 3.0712 5.5545 0.019 0.016 0.020 -0.002
N -2.3311 -0.8536 -0.0877 -0.140 -0.045 -0.028 -0.006
C -2.0482 1.2691 -1.8125 -0.026 -0.020 0.004 -0.014
C -0.3695 0.6847 2.5901 -0.005 0.016 -0.072 -0.018
H -0.7312 3.9118 3.6007 0.006 0.019 0.009 0.001
O 3.3348 -0.2150 -2.9655 -0.069 -0.121 -0.118 0.004
C -0.7212 -3.5405 0.2504 -0.111 -0.064 0.008 0.003
H -4.0771 -3.0704 -1.8175 -0.020 0.016 0.035 -0.001
C -0.0275 3.1248 -1.5473 -0.006 0.035 0.006 0.001
N 2.4136 0.5291 0.3813 -0.266 -0.160 -0.025 -0.008
H -0.7914 -3.3491 1.3143 0.015 -0.031 0.008 0.000
H -1.9617 -5.4504 -2.2211 -0.008 -0.017 -0.003 0.000
```
Forces are in eV/Å.

* highest occupied orbital energy (spin up / spin down): -3.27 / -3.02 eV
* net charge: -1
* largest force on an atom: 0.6 eV/A
* lowest unoccupied orbital energy (spin up / spin down): 2.770 / 2.792 eV
* energy relative to the best compared isomer or geometry (same formula, charge and spin): 19.0 kJ/mol
* orbital gap (spin up / spin down): 6.04 / 5.81 eV
* 2S+1: 2

***

2.
# C27H24BeN11

A molecular structure, C27H24BeN11 (ωB97M-V/def2-TZVPD, OMol25).

XYZ file:
```
63
Properties=species:S:1:pos:R:3:forces:R:3:nbo_charge:R:1
H 0.9452 -1.2226 4.9947 -0.002 0.001 0.009 0.217
H -3.4313 -1.7483 2.0856 -0.023 -0.013 -0.032 0.243
H 0.2677 5.1520 -3.3179 -0.005 0.002 0.002 0.421
N -6.8787 -1.8780 -3.3565 0.111 0.038 0.241 -0.182
N -6.2064 -2.5781 -2.5321 0.028 0.121 -0.147 -0.011
H -1.9163 3.6718 0.4152 -0.003 0.003 -0.013 0.417
H 1.4802 -2.4730 0.5481 0.010 0.013 0.015 0.229
N -5.6074 -1.7551 -1.6253 -0.117 -0.181 0.135 -0.236
N 1.3918 2.2682 -2.4533 -0.101 0.130 0.030 -0.528
C -1.4863 -1.4288 -1.6536 0.047 0.032 0.120 -0.076
H -0.6384 -1.3235 -2.3085 -0.006 -0.025 0.022 0.225
C -2.6680 -1.2009 0.1655 0.006 -0.027 0.009 0.441
C 0.0989 0.6972 4.5552 -0.017 -0.031 -0.088 -0.171
H 0.3096 1.3382 8.3682 0.006 0.000 -0.013 0.222
N 0.8137 4.3089 -3.3261 0.057 -0.048 0.002 -0.737
H -5.1429 -2.0300 0.3961 0.007 0.043 0.007 0.224
C -6.7456 -0.5438 -3.0054 -0.159 -0.074 -0.266 0.018
C -3.1409 -0.8534 1.5334 0.040 -0.076 0.019 -0.683
C -6.1202 1.8888 -1.8937 -0.024 -0.013 -0.036 -0.176
N 0.0415 1.4198 -0.7121 0.196 0.011 -0.139 -0.751
C 0.5875 3.3693 -2.4109 -0.053 0.065 -0.117 0.609
C 0.6083 -0.2820 5.4102 0.003 -0.019 -0.008 -0.183
H -1.4497 2.1555 1.1115 0.022 -0.052 0.014 0.430
C 2.9871 -0.1972 -2.1314 0.052 -0.019 -0.054 -0.193
H 1.0833 -0.8138 7.4277 -0.006 -0.001 -0.007 0.221
C -0.3300 1.9113 5.0940 0.003 0.025 0.004 -0.185
H -4.8544 -3.3978 -0.6990 -0.011 -0.026 0.001 0.249
H -0.7167 2.6764 4.4331 -0.004 0.004 0.009 0.210
C -5.5820 0.7667 -1.3042 -0.040 -0.004 -0.049 -0.271
C 0.6841 -0.0494 6.7740 -0.006 0.015 -0.010 -0.203
C -0.2540 2.1392 6.4588 0.006 -0.014 -0.014 -0.204
H -5.8933 2.8623 -1.4790 -0.001 -0.003 -0.005 0.221
C 1.9346 -1.8576 -0.2172 -0.092 0.090 -0.030 0.082
H -7.3580 2.7250 -3.4474 0.007 0.001 0.015 0.228
H 4.5440 -1.6603 -2.3453 -0.007 -0.001 -0.001 0.241
C -2.6711 -2.0257 -1.8956 -0.068 0.052 0.001 -0.064
H 3.3584 0.4994 -2.8693 0.009 -0.014 0.004 0.258
C -0.0495 0.2567 1.9387 -0.036 -0.049 0.043 -0.814
C -7.2843 0.6026 -3.5956 -0.013 0.036 -0.014 -0.154
H 1.5625 4.1900 -3.9851 -0.005 0.007 0.005 0.419
N -0.3901 3.5860 -1.5272 0.090 -0.062 -0.003 -0.558
N -3.4108 -1.8711 -0.7413 -0.078 -0.110 0.007 -0.338
C 1.0558 1.3581 -1.5866 0.030 -0.242 0.145 0.465
C 3.1009 -2.2285 -0.8647 0.029 -0.058 -0.005 -0.224
C -5.9261 -0.4567 -1.8898 0.144 0.091 0.147 0.153
H -2.3330 -0.3768 2.0844 -0.023 0.036 -0.041 0.283
H -0.5870 3.0851 6.8654 -0.004 -0.005 -0.007 0.220
H -7.9256 0.5297 -4.4634 0.008 -0.006 0.014 0.239
N 1.3153 -0.7148 -0.5030 0.187 0.020 -0.083 -0.588
Be -0.1266 -0.0259 0.2537 -0.115 0.007 0.041 1.600
C -4.7925 -2.3173 -0.5928 0.077 0.090 -0.101 -0.038
H -4.0033 -0.1853 1.4950 0.017 0.015 0.008 0.231
C 1.8363 0.0980 -1.4389 -0.235 0.085 0.129 0.150
C 0.0154 0.4570 3.1366 0.024 0.099 0.127 0.061
C 3.6309 -1.3907 -1.8318 0.046 -0.007 -0.028 -0.125
H 3.5821 -3.1604 -0.6053 0.010 0.006 -0.008 0.245
N -1.4833 -0.9245 -0.3609 0.076 0.032 -0.138 -0.685
C 0.2518 1.1597 7.3025 -0.003 -0.012 -0.029 -0.198
C -6.9624 1.8114 -3.0252 0.035 -0.033 0.046 -0.227
N -1.5303 2.7498 0.2963 -0.007 0.067 -0.062 -0.768
H -3.0677 -2.5203 -2.7655 -0.005 0.000 0.015 0.250
C -0.6116 2.6009 -0.6702 -0.106 -0.005 0.161 0.639
H -4.9311 0.8405 -0.4431 -0.009 -0.008 0.001 0.213
```
Forces are in eV/Å.

* highest occupied orbital energy: -10.54 eV
* net charge: +1
* largest force on an atom: 0.3 eV/A
* lowest unoccupied orbital energy: -3.400 eV
* energy relative to the best compared isomer or geometry (same formula, charge and spin): 5.7 kJ/mol
* orbital gap: 7.14 eV

***

3.
# C27H24BiF6N5O2S2Sb

A molecular structure, C27H24BiF6N5O2S2Sb (ωB97M-V/def2-TZVPD, OMol25).

XYZ file:
```
68
Properties=species:S:1:pos:R:3:forces:R:3:lowdin_spin:R:1
N -1.0912 1.2753 -1.6634 -0.156 0.011 -0.180 0.197
H -3.5735 5.8530 1.4377 0.023 -0.030 0.032 0.000
H -2.3332 2.9105 -5.4498 -0.043 0.002 -0.042 0.002
C -0.6112 -2.6610 -2.7102 0.038 0.048 0.081 0.000
H -0.7546 3.6446 -5.8054 0.021 -0.003 0.014 0.000
H -3.5933 -4.2644 -2.7641 0.048 0.024 0.017 0.000
H 1.3388 -3.2454 -3.2915 -0.011 -0.004 0.002 0.000
F 3.1659 1.6217 -4.7049 0.061 0.078 -0.158 0.000
C 0.2014 -1.5986 2.4051 0.026 0.075 -0.179 0.000
H -0.2560 -1.9587 4.4707 -0.014 0.006 -0.035 0.000
Bi 0.6860 -0.3079 -0.5188 0.140 0.129 0.004 -0.001
C -1.6860 -3.3988 -3.2070 0.033 0.008 -0.078 0.000
C -0.5798 -2.0687 3.4464 -0.047 -0.012 0.124 0.000
Sb 3.3424 0.6528 -3.1264 -0.058 0.200 0.199 0.000
H -1.6605 -3.7391 -4.2337 0.004 0.003 0.031 0.000
C -0.6805 1.5007 -5.4902 -0.011 -0.048 -0.060 0.009
H 3.9079 2.4832 1.2979 -0.024 -0.013 -0.003 0.000
C -1.8039 -2.6439 3.1597 -0.066 -0.036 0.099 0.000
H 4.7020 1.0505 3.1657 -0.032 -0.010 0.004 0.000
N -0.2185 -1.7090 1.1339 -0.013 -0.162 0.072 0.001
H -1.8282 3.6641 4.7112 -0.021 0.017 -0.043 -0.001
C -1.5083 2.8431 2.7735 0.020 -0.066 -0.156 0.049
C -2.7479 -3.7020 -2.3863 -0.099 -0.054 -0.021 0.000
S -1.2929 0.4223 -4.1683 -0.010 -0.172 0.003 0.056
C -1.3731 -2.3351 0.8391 0.164 0.128 -0.150 0.000
C 3.0666 0.6087 1.8601 -0.141 -0.053 -0.095 0.000
H -1.0029 1.0853 -6.4426 -0.019 0.017 -0.026 0.000
H 1.1133 -1.5062 -3.3414 -0.086 -0.031 -0.003 0.000
H 4.2850 1.1686 0.1955 0.006 -0.024 -0.044 0.000
N -1.4711 2.2610 -0.8800 0.077 0.029 0.174 0.308
F 3.1285 -0.4577 -1.5257 -0.099 0.085 0.290 -0.001
C -2.0218 3.7873 3.6535 -0.064 0.111 0.115 -0.005
F 5.1707 0.6196 -2.8452 0.147 -0.089 -0.239 0.000
C -2.9979 5.0083 1.7912 -0.068 0.121 0.146 0.007
C -1.6220 -2.6044 -0.6062 0.234 0.176 0.098 0.000
H 0.4048 -2.5259 -4.5957 -0.003 0.020 0.013 0.000
F 1.3976 0.6542 -2.9150 -0.162 -0.059 -0.108 0.004
N -0.6355 -2.2138 -1.4417 0.081 -0.129 -0.081 0.002
F 3.1869 -0.9347 -4.0943 0.110 -0.166 -0.085 0.000
H -2.6755 4.1998 -0.1490 0.014 -0.016 0.036 0.000
H 1.8330 -1.7913 4.5743 0.025 0.053 -0.049 0.000
H -3.1486 5.5759 3.8665 0.021 -0.029 -0.028 0.002
O -0.5629 1.0023 0.8443 0.025 -0.009 -0.312 0.015
H 3.9469 -0.5400 4.9211 -0.010 -0.001 -0.038 0.000
F 3.2080 2.2384 -2.1263 -0.003 0.005 0.255 0.000
C -1.2670 2.8718 -5.2348 0.006 0.017 -0.037 0.008
O -0.8058 1.8340 3.2992 -0.018 0.063 0.012 0.038
H -0.4966 1.2694 2.5721 0.024 -0.058 -0.049 0.000
C 2.1926 -1.1085 3.8167 0.033 -0.103 0.165 0.000
S -1.0426 3.2433 -3.4738 -0.012 -0.035 0.118 0.079
C -2.7013 -3.3305 -1.0466 -0.166 -0.077 0.003 0.000
H -3.4870 -3.6356 -0.3713 0.016 0.020 -0.046 0.000
H 2.6813 1.8988 0.1775 -0.013 0.013 -0.030 0.000
C -2.2034 -2.7922 1.8429 -0.125 -0.067 0.020 0.000
C -1.1530 1.6210 -2.9731 0.111 0.035 0.228 0.065
C -2.5031 4.0962 0.9128 0.134 -0.213 -0.069 0.017
C 3.5009 1.5907 0.8239 0.022 -0.031 -0.029 0.000
C 0.6222 -2.4556 -3.5318 -0.093 0.038 0.111 0.001
N 1.9547 -0.1152 1.6554 -0.003 -0.136 0.172 -0.001
C 1.5068 -0.9293 2.6403 -0.111 0.108 -0.272 0.000
C 3.3789 -0.4095 4.0088 0.050 -0.021 0.107 0.000
H -3.1437 -3.2701 1.6105 0.052 0.005 0.028 0.000
C -2.7532 4.8469 3.1692 -0.027 0.047 0.000 0.049
H 0.4078 1.4915 -5.4319 0.044 0.042 -0.019 0.002
H -2.4430 -2.9906 3.9628 0.037 0.018 -0.041 0.000
C -1.7431 2.9814 1.3734 -0.057 0.130 0.069 0.050
C 3.8015 0.4643 3.0379 0.074 0.076 -0.038 0.000
C -1.2319 2.0331 0.4434 -0.039 0.002 0.001 0.047
```
Forces are in eV/Å.

* highest occupied orbital energy (spin up / spin down): -13.74 / -13.96 eV
* net charge: +2
* largest force on an atom: 0.3 eV/A
* lowest unoccupied orbital energy (spin up / spin down): -6.728 / -8.037 eV
* orbital gap (spin up / spin down): 7.01 / 5.92 eV
* 2S+1: 2